[1]
{
  "formula": "C19H43MgN2O2P2",
  "method": "wB97M-V/def2-TZVPD",
  "elements": ["Mg", "P", "P", "N", "C", "H", "H", "C", "H", "H", "C", "H", "H", "C", "H", "H", "C", "C", "H", "H", "H", "C", "C", "H", "H", "H", "C", "C", "H", "H", "H", "C", "C", "H", "H", "H", "C", "O", "C", "H", "H", "H", "C", "H", "H", "H", "C", "H", "H", "H", "C", "H", "H", "H", "H", "H", "H", "H", "H", "H", "C", "C", "N", "O", "H", "H", "H", "H", "H"],
  "xyz": [[-0.0684, -0.1075, 0.2893], [-1.6251, 0.8019, -1.6021], [1.6451, -1.8229, 0.9969], [-0.1806, -1.7409, -1.2937], [-1.8592, -0.5647, -2.7762], [-2.9251, -0.8261, -2.8956], [-1.4816, -0.2325, -3.7694], [-1.1286, -1.8731, -2.3723], [-1.9012, -2.6728, -2.2133], [-0.5018, -2.1735, -3.2574], [0.7964, -2.7793, -1.3805], [1.6496, -2.3335, -1.9010], [0.5112, -3.6607, -1.9918], [1.2714, -3.3149, 0.0008], [2.0932, -4.0629, -0.0751], [0.3903, -3.7935, 0.4605], [1.6351, -2.4942, 2.7133], [0.2358, -2.2781, 3.3175], [-0.5445, -2.8360, 2.7744], [-0.0211, -1.2019, 3.3072], [0.2498, -2.6389, 4.3598], [3.3571, -1.4069, 0.4301], [3.8583, -0.0504, 0.9674], [4.5242, 0.3980, 0.2139], [4.4056, -0.1465, 1.9169], [3.0382, 0.6643, 1.1198], [-1.0344, 2.2188, -2.6845], [-0.9954, 3.5711, -1.9572], [-0.3737, 4.2748, -2.5336], [-0.5333, 3.4638, -0.9699], [-1.9910, 4.0221, -1.8551], [-3.3452, 1.2906, -1.0606], [-3.3027, 2.2483, 0.1395], [-4.3071, 2.2897, 0.5919], [-3.0292, 3.2694, -0.1628], [-2.5970, 1.9269, 0.9192], [-2.3599, -1.0896, 1.2207], [-3.2160, -1.7943, 1.4359], [4.3194, -2.5784, 0.6561], [3.8493, -3.4332, 1.1582], [4.6692, -2.9527, -0.3154], [5.2038, -2.2826, 1.2351], [-1.6792, 2.3373, -4.0795], [-1.7211, 3.3967, -4.3805], [-1.0320, 1.8195, -4.8023], [-2.6893, 1.9128, -4.1300], [-4.2827, 1.8098, -2.1545], [-5.2690, 1.9828, -1.6992], [-3.9581, 2.7637, -2.5872], [-4.4260, 1.0878, -2.9681], [2.7276, -1.8509, 3.5653], [2.6771, -0.7554, 3.5525], [2.6133, -2.1660, 4.6108], [3.7371, -2.1363, 3.2418], [1.8448, -3.5751, 2.6335], [-3.7653, 0.3293, -0.7207], [3.2563, -1.2944, -0.6656], [0.0132, 1.9632, -2.9051], [1.7058, 0.3386, -3.0008], [1.7620, -0.0083, -3.7365], [0.7627, 3.1170, 3.1594], [-0.0042, 1.9825, 2.5482], [-1.0287, 1.4062, 3.1882], [0.3477, 1.5843, 1.4197], [0.2426, 3.4293, 4.0639], [0.8289, 3.9838, 2.4734], [1.7874, 2.8038, 3.4452], [-1.5389, 0.6601, 2.6984], [-1.2932, 1.7808, 4.0729]],
  "mulliken_charge": [2.014, 0.548, -0.377, 0.083, -0.891, 0.452, 0.255, -1.087, 0.155, 0.535, -1.327, 0.305, 0.546, -0.729, 0.442, 0.423, 0.539, -1.243, 0.251, 0.147, 0.513, 0.821, -1.418, 0.439, 0.378, 0.120, 0.909, -1.707, 0.536, 0.233, 0.298, 0.447, -1.227, 0.488, 0.269, 0.034, -0.062, -0.192, -1.714, 0.418, 0.294, 0.405, -1.629, 0.382, 0.406, 0.323, -1.747, 0.471, 0.294, 0.368, -1.395, 0.211, 0.474, 0.269, 0.595, 0.443, 0.410, 0.129, -0.343, 0.318, -1.251, 0.889, -0.203, -0.902, 0.445, 0.289, 0.285, -0.072, 0.218],
  "homo_lumo_gap_ev": 6.778,
  "multiplicity": 1,
  "total_charge": 1,
  "relative_energy_ev": 0.836,
  "homo_ha": -0.34211
}



[2]
{
  "formula": "C11H17N4",
  "method": "wB97M-V/def2-TZVPD",
  "elements": ["C", "C", "C", "C", "C", "C", "C", "C", "C", "N", "H", "H", "H", "H", "H", "H", "H", "H", "H", "C", "C", "N", "N", "N", "H", "H", "H", "H", "H", "H", "H", "H"],
  "xyz": [[4.6195, -1.1882, 0.7496], [1.0066, -0.5381, 0.1218], [2.1209, -0.5212, 0.9631], [3.2374, -1.0301, 0.1973], [2.7610, -1.2490, -1.0581], [-0.2443, -0.0991, 0.5444], [-0.3441, 0.3583, 1.8456], [0.8054, 0.4726, 2.6622], [2.0298, 0.0079, 2.2605], [1.4112, -0.9706, -1.1173], [-1.1509, -0.3227, -0.0223], [-1.3434, 0.3860, 2.2696], [0.9014, -0.7574, -1.9548], [0.7017, 0.9894, 3.6096], [3.2692, -1.8317, -1.8099], [2.8957, 0.0258, 2.9001], [4.9665, -2.2014, 0.9332], [4.7098, -0.6393, 1.6927], [5.3258, -0.6460, 0.1295], [-3.2783, 1.9326, 0.1713], [-2.7859, 0.2334, -1.5482], [-3.6344, 0.7320, -0.5560], [-1.7758, 1.0125, -2.1187], [-3.1785, -0.9405, -2.1786], [-4.0893, 0.0017, -0.0372], [-1.3268, 1.7463, -1.5851], [-1.3326, 0.7466, -2.9749], [-4.0775, -0.9560, -2.6507], [-2.4533, -1.4369, -2.6705], [-3.4741, 2.7879, -0.4628], [-2.3081, 1.8883, 0.6803], [-3.9646, 2.0072, 1.0144]],
  "mulliken_charge": [-1.216, -0.570, 1.264, 0.547, -0.808, 0.046, -0.894, -0.815, -0.610, -0.032, 0.499, 0.471, 0.224, 0.354, 0.379, 0.337, 0.286, 0.275, 0.316, -0.861, -0.135, -0.186, -0.317, -0.439, 0.231, 0.241, 0.172, 0.198, 0.172, 0.283, 0.261, 0.327],
  "homo_lumo_gap_ev": [5.136, 8.463],
  "s_squared": 0.753,
  "multiplicity": 2,
  "relative_energy_ev": 0.000,
  "homo_ha": [-0.16197, -0.28651]
}



[3]
{
  "formula": "C24H40F6N3O8P2",
  "method": "wB97M-V/def2-TZVPD",
  "elements": ["C", "C", "C", "C", "C", "C", "F", "F", "C", "F", "F", "F", "N", "C", "N", "C", "C", "C", "C", "C", "C", "C", "C", "N", "C", "C", "F", "H", "H", "H", "H", "H", "H", "H", "H", "H", "H", "H", "H", "H", "H", "H", "H", "H", "H", "H", "H", "H", "H", "C", "O", "P", "O", "O", "C", "O", "C", "H", "H", "H", "H", "H", "H", "H", "H", "H", "C", "O", "P", "O", "O", "C", "O", "C", "H", "H", "H", "H", "H", "H", "H", "H", "H"],
  "xyz": [[3.0711, 1.3305, -0.2485], [1.9788, 0.7209, -1.0698], [0.3947, 0.8420, -0.5666], [-0.2427, -0.6446, -0.1504], [-1.3383, -1.1643, -1.2931], [-0.7266, -1.3046, -2.8098], [0.6933, -1.7876, -2.6385], [-0.6453, -0.0196, -3.5595], [-1.4987, -2.3841, -3.7723], [-2.1295, -1.6387, -4.9085], [-2.5411, -3.1937, -3.1005], [-0.5122, -3.3469, -4.3657], [-2.5446, -0.2312, -1.0983], [-2.2910, 0.4543, 0.2315], [-2.8467, 1.5724, 0.8106], [-3.9091, 2.3571, 0.0138], [-3.0361, 3.4295, -0.9164], [-2.3365, 4.7437, -0.1587], [-1.4360, 5.7454, -1.1483], [-1.2117, 5.4943, -2.7574], [-1.9611, 4.1667, -3.4447], [-1.8597, 3.7986, -5.0490], [-2.8768, 3.1144, -2.5237], [-1.1932, -0.3277, 0.9829], [-1.7052, -1.4736, 1.8274], [-0.6580, -2.7203, 2.0193], [-3.0710, -1.9345, 1.3774], [4.1753, 0.9245, -0.2101], [2.7868, 2.3070, 0.3551], [2.2788, 0.1621, -2.0792], [-0.2068, 1.3509, -1.4421], [0.3940, 1.6029, 0.3386], [0.7114, -1.2971, 0.0445], [-1.6006, -2.2395, -0.9127], [-2.6125, 0.3710, -1.9482], [-2.4962, 1.8705, 1.7525], [-4.6858, 2.8929, 0.7204], [-4.4513, 1.5643, -0.6909], [-2.4514, 4.9396, 1.0127], [-0.9229, 6.6524, -0.6067], [-0.5299, 6.2275, -3.4072], [-0.7511, 3.7434, -5.4260], [-2.5325, 4.5520, -5.6500], [-2.3195, 2.7184, -5.2142], [-3.3848, 2.1616, -3.0150], [-1.8873, -1.0239, 2.9182], [-1.2800, -3.5981, 2.5365], [-0.2333, -3.1737, 1.0276], [0.1490, -2.3975, 2.8035], [8.2466, 3.1545, -0.0529], [7.2958, 4.1924, 0.0684], [6.3264, 4.5073, -1.1797], [5.9242, 3.3310, -2.0101], [7.0660, 5.6929, -1.9831], [8.4498, 5.5985, -2.2267], [5.1100, 5.2953, -0.4775], [4.0759, 5.7564, -1.3204], [8.2160, 2.5458, 0.8563], [8.0509, 2.5098, -0.9134], [9.2435, 3.5883, -0.1495], [8.7279, 4.5964, -2.5591], [8.9919, 5.8578, -1.3135], [8.7206, 6.3180, -3.0049], [3.4357, 4.9195, -1.6074], [4.4820, 6.2360, -2.2152], [3.4786, 6.4908, -0.7724], [-4.0944, -5.3229, 5.4647], [-3.8162, -6.6888, 5.6946], [-2.8703, -7.4746, 4.6533], [-1.7781, -6.6704, 4.0245], [-3.8912, -8.1714, 3.6187], [-4.9645, -7.4204, 3.1018], [-2.3750, -8.7348, 5.5252], [-1.5345, -9.6675, 4.8801], [-3.9761, -4.7796, 6.4075], [-3.4271, -4.8822, 4.7198], [-5.1272, -5.2170, 5.1278], [-4.6432, -6.4207, 2.8029], [-5.7512, -7.3542, 3.8580], [-5.3689, -7.9390, 2.2277], [-0.5246, -9.2592, 4.8024], [-1.9119, -9.9144, 3.8841], [-1.5039, -10.5832, 5.4776]],
  "mulliken_charge": [-0.720, -0.285, 0.042, -0.326, -0.278, 0.634, -0.311, -0.228, 0.566, -0.221, -0.221, -0.225, -0.124, -0.162, 0.056, -0.778, 0.629, -0.543, -0.333, -0.460, 0.513, -0.999, -0.510, -0.015, 0.229, -0.818, -0.381, 0.238, 0.164, 0.267, 0.044, 0.301, 0.464, 0.393, 0.223, 0.330, 0.414, 0.318, 0.267, 0.301, 0.322, 0.310, 0.316, 0.255, 0.275, 0.292, 0.220, 0.225, 0.330, -0.743, -0.327, 1.176, -0.655, -0.367, -0.625, -0.345, -0.657, 0.246, 0.380, 0.283, 0.325, 0.249, 0.257, 0.253, 0.297, 0.250, -0.538, -0.309, 1.046, -0.620, -0.318, -0.564, -0.341, -0.631, 0.260, 0.179, 0.275, 0.268, 0.243, 0.259, 0.267, 0.292, 0.239],
  "homo_lumo_gap_ev": 7.413,
  "multiplicity": 1,
  "total_charge": 1,
  "homo_ha": -0.41384
}



[4]
{
  "formula": "C5H8N2O",
  "method": "wB97M-V/def2-TZVPD",
  "elements": ["C", "C", "N", "C", "N", "C", "C", "O", "H", "H", "H", "H", "H", "H", "H", "H"],
  "xyz": [[-0.6317, -1.5534, 0.5845], [0.1859, -2.3067, -0.4124], [-0.1499, 0.6877, 0.4822], [-1.0016, 0.1458, -0.3119], [1.2270, 0.5206, 0.4837], [-0.2652, 2.5670, -0.2973], [-0.0087, 3.7540, -0.3822], [-1.9900, 0.1928, -0.9458], [1.5850, 1.0886, -0.2870], [1.5539, 0.9463, 1.3456], [-0.2006, -1.4723, 1.5763], [-1.6870, -1.8105, 0.6391], [-0.2776, -2.3224, -1.4001], [0.2985, -3.3471, -0.0811], [1.1934, -1.8896, -0.4912], [0.1686, 4.7993, -0.5023]],
  "mulliken_charge": [-0.476, -0.907, 0.012, 0.510, -0.439, -0.512, -0.224, -0.437, 0.297, 0.270, 0.252, 0.342, 0.299, 0.319, 0.316, 0.379],
  "homo_lumo_gap_ev": 8.477,
  "multiplicity": 1,
  "relative_energy_ev": 8.140,
  "homo_ha": -0.32549
}



[5]
{
  "formula": "C4H11NO5PSn",
  "method": "wB97M-V/def2-TZVPD",
  "elements": ["Sn", "P", "O", "O", "O", "O", "C", "C", "C", "O", "C", "N", "H", "H", "H", "H", "H", "H", "H", "H", "H", "H", "H"],
  "xyz": [[-1.8392, 0.6842, -0.5193], [-3.9126, 1.2516, -3.4693], [-4.1770, 0.3324, -2.1558], [-4.8781, 2.4207, -3.2896], [-3.9614, 0.5176, -4.9378], [-2.4515, 1.8554, -3.1987], [1.6269, -0.7862, 3.1168], [0.7411, -0.2385, 1.9439], [1.6522, -0.1868, 0.8039], [0.9919, 0.3223, -0.3665], [1.6198, 0.1521, -1.6249], [-0.3608, -1.0583, 1.6838], [2.1059, -1.7381, 2.8875], [1.0272, -0.9059, 4.0191], [2.4677, -0.1242, 3.3238], [0.4477, 0.7816, 2.1917], [1.9939, -1.1831, 0.5232], [2.5421, 0.3788, 1.0802], [2.3314, -0.6551, -1.7989], [2.1405, 1.0698, -1.8982], [0.8671, 0.0868, -2.4106], [0.0244, -1.9905, 1.6327], [-0.9993, -0.9867, 2.4631]],
  "mulliken_charge": [0.827, 1.046, -0.510, -0.476, -0.374, -0.621, -1.466, 0.199, -0.894, -0.241, -0.766, -0.441, 0.377, 0.378, 0.413, 0.294, 0.450, 0.378, 0.296, 0.315, 0.282, 0.261, 0.273],
  "homo_lumo_gap_ev": [8.699, 5.009],
  "s_squared": 1.644,
  "multiplicity": 2,
  "homo_ha": [-0.37477, -0.27458]
}



[6]
{
  "formula": "C4H13NO2",
  "method": "wB97M-V/def2-TZVPD",
  "elements": ["C", "C", "C", "C", "N", "H", "H", "H", "H", "H", "H", "H", "H", "H", "H", "H", "O", "H", "H", "O"],
  "xyz": [[1.0550, 1.4399, 1.8998], [2.0481, 0.4603, 1.3526], [1.4511, -0.8115, 0.7355], [-0.1947, -1.2903, -0.8832], [0.4221, -0.4027, -0.2320], [1.4351, 2.4224, 2.1989], [0.3893, 1.7927, 1.0996], [0.3261, 1.1250, 2.6609], [2.7280, 0.1826, 2.1680], [2.7838, 0.7953, 0.6108], [1.0785, -1.4933, 1.5021], [2.2245, -1.3439, 0.1821], [-0.3360, -2.3188, -0.5178], [-0.7405, -0.9680, -1.7752], [-1.6613, -1.2141, -4.9974], [-0.9862, 0.2238, -4.8484], [-1.0335, -0.6791, -4.5190], [-2.9209, 0.6461, 1.3738], [-4.2136, 0.5282, 0.6020], [-3.8549, 0.9056, 1.3868]],
  "mulliken_charge": [-1.198, -0.330, -0.588, -0.319, -0.348, 0.356, 0.316, 0.294, 0.295, 0.288, 0.382, 0.356, 0.255, 0.242, 0.313, 0.316, -0.628, 0.322, 0.313, -0.638],
  "homo_lumo_gap_ev": 10.037,
  "multiplicity": 1,
  "relative_energy_ev": 1.697,
  "homo_ha": -0.34293,
  "smiles": "C=NCCC.O.O"
}